Entry 1:
{"formula": "C10H16O", "method": "ωB97M-V/def2-TZVPD", "symbols": ["C", "C", "C", "C", "C", "C", "O", "C", "C", "H", "H", "H", "H", "H", "H", "H", "H", "H", "H", "C", "C", "H", "H", "H", "H", "H", "H"], "coordinates": [[-0.693, -1.160, -2.812], [-1.214, -1.500, -1.416], [-1.210, -0.297, -0.346], [-0.807, 1.026, -0.697], [-0.874, 2.000, 0.252], [-1.434, 1.822, 1.538], [-1.084, 2.612, 2.641], [-1.790, 0.496, 1.853], [-1.754, -0.567, 0.889], [0.266, -0.644, -2.480], [-1.467, -0.579, -3.366], [-0.368, -2.130, -3.400], [-2.266, -1.891, -1.539], [-0.814, -2.375, -0.882], [-0.326, 1.216, -1.709], [-0.612, 3.046, -0.101], [-0.919, 3.539, 2.189], [-2.233, 0.253, 2.781], [-2.108, -1.590, 1.076], [2.821, -1.136, 0.949], [2.644, 0.244, 0.417], [2.600, -1.160, 2.105], [2.040, -1.696, 0.433], [3.767, -1.539, 0.707], [3.530, 0.987, 0.585], [1.906, 0.799, 0.939], [2.400, 0.224, -0.605]], "mulliken_charge": [-0.9605, -0.6577, 0.9168, -0.5576, -0.3512, 0.2835, -0.5269, -0.4025, -0.7963, 0.1663, 0.2659, 0.2960, 0.3791, 0.4050, 0.2286, 0.1965, 0.3208, 0.4285, 0.3522, -0.6850, -0.6133, 0.2270, 0.1205, 0.3273, 0.3036, 0.1047, 0.2289], "total_energy_ha": -465.800081, "de_lowest_kcal_mol": 61.3, "gap_ha": 0.342, "homo_energy_ev": -8.46}

Entry 2:
{"formula": "C10H16O", "method": "ωB97M-V/def2-TZVPD", "symbols": ["C", "C", "C", "C", "C", "C", "C", "C", "H", "H", "H", "H", "H", "H", "H", "H", "H", "H", "C", "C", "O", "H", "H", "H", "H", "H", "H"], "coordinates": [[2.925, -1.113, -1.475], [2.104, -0.920, -0.167], [1.146, 0.247, -0.441], [0.207, 0.212, -1.476], [-0.572, 1.363, -1.691], [-0.358, 2.556, -0.991], [0.577, 2.527, 0.036], [1.217, 1.361, 0.380], [3.476, -0.284, -1.912], [2.369, -1.661, -2.234], [3.721, -1.808, -1.206], [1.396, -1.750, -0.086], [2.818, -0.916, 0.639], [0.296, -0.662, -2.105], [-1.176, 1.297, -2.575], [-0.680, 3.510, -1.372], [0.846, 3.438, 0.567], [1.921, 1.330, 1.200], [-2.386, -0.791, 0.796], [-2.976, -1.203, 2.102], [-2.276, -0.643, 3.256], [-2.063, -1.638, 0.158], [-1.436, -0.288, 0.976], [-2.886, -0.213, 0.030], [-3.924, -0.658, 2.149], [-2.878, -2.282, 2.241], [-1.404, -1.011, 3.202]], "mulliken_charge": [-1.1739, -0.6908, 0.6338, -0.3614, -0.4762, -0.6297, -0.2513, -0.6348, 0.3275, 0.3490, 0.3768, 0.2523, 0.4500, 0.3291, 0.4026, 0.3810, 0.3507, 0.3660, -0.6967, -0.3152, -0.5405, 0.3097, 0.0738, 0.3590, 0.2616, 0.2637, 0.2839], "total_energy_ha": -465.816947, "de_lowest_kcal_mol": 50.7, "gap_ha": 0.362, "homo_energy_ev": -9.03}

Entry 3:
{"formula": "C10H16O", "method": "ωB97M-V/def2-TZVPD", "symbols": ["C", "C", "C", "C", "C", "O", "C", "C", "H", "H", "H", "H", "H", "H", "H", "H", "C", "C", "C", "H", "H", "H", "H", "H", "H", "H", "H"], "coordinates": [[-2.672, 0.744, 1.218], [-1.882, -0.254, 0.403], [-0.643, -0.677, 0.844], [0.101, -1.568, 0.067], [-0.301, -1.806, -1.226], [0.446, -2.532, -2.122], [-1.495, -1.298, -1.732], [-2.285, -0.506, -0.910], [-2.886, 1.642, 0.637], [-2.144, 1.013, 2.136], [-3.623, 0.343, 1.531], [-0.324, -0.398, 1.839], [1.045, -1.994, 0.403], [1.297, -2.778, -1.750], [-1.727, -1.435, -2.772], [-3.173, -0.070, -1.339], [3.096, 1.132, 0.568], [2.000, 2.196, 0.527], [2.188, 3.290, 1.583], [3.989, 1.525, 1.041], [3.399, 0.916, -0.453], [2.700, 0.225, 1.013], [1.962, 2.761, -0.404], [1.000, 1.786, 0.622], [1.334, 3.939, 1.744], [2.383, 2.887, 2.594], [3.106, 3.833, 1.348]], "mulliken_charge": [-1.5213, 0.6296, -0.5889, -0.6277, 0.8623, -0.5387, -0.5618, -0.4549, 0.3350, 0.3324, 0.4111, 0.3965, 0.2596, 0.2849, 0.4083, 0.3668, -0.9695, 0.2100, -1.3576, 0.4034, 0.2719, 0.1670, 0.2400, -0.0001, 0.3704, 0.3323, 0.3392], "total_energy_ha": -465.861179, "de_lowest_kcal_mol": 23.0, "gap_ha": 0.340, "homo_energy_ev": -8.41}

Entry 4:
{"formula": "C10H16O", "method": "ωB97M-V/def2-TZVPD", "symbols": ["C", "C", "C", "C", "C", "C", "O", "C", "C", "H", "H", "H", "H", "H", "H", "H", "H", "H", "H", "C", "C", "H", "H", "H", "H", "H", "H"], "coordinates": [[0.182, -3.769, 0.358], [1.091, -2.550, 0.065], [0.635, -1.298, 0.757], [1.363, -0.708, 1.779], [1.077, 0.562, 2.264], [0.075, 1.317, 1.663], [-0.077, 2.616, 2.024], [-0.735, 0.671, 0.746], [-0.462, -0.586, 0.243], [-0.650, -3.458, 0.986], [0.718, -4.589, 0.839], [-0.247, -4.241, -0.530], [2.118, -2.813, 0.320], [1.190, -2.404, -1.013], [2.228, -1.242, 2.156], [1.592, 0.989, 3.117], [-0.903, 2.966, 1.678], [-1.589, 1.180, 0.300], [-1.122, -1.092, -0.448], [-1.646, 1.543, -4.557], [-0.806, 2.051, -3.349], [-2.303, 0.743, -4.213], [-2.198, 2.349, -5.020], [-1.018, 1.081, -5.321], [-1.096, 3.071, -3.116], [0.231, 2.030, -3.627], [-0.882, 1.375, -2.503]], "mulliken_charge": [-1.1167, -0.7264, 0.2198, -0.4925, -0.4575, 0.7368, -0.5388, -0.4230, -0.5627, 0.3663, 0.3192, 0.2730, 0.3785, 0.3653, 0.3218, 0.3911, 0.2950, 0.2056, 0.4319, -0.8392, -0.4572, 0.2803, 0.2656, 0.2525, 0.2840, 0.2895, -0.0624], "total_energy_ha": -465.854514, "de_lowest_kcal_mol": 27.2, "gap_ha": 0.338, "homo_energy_ev": -8.39}

Entry 5:
{"formula": "C10H16O", "method": "ωB97M-V/def2-TZVPD", "symbols": ["C", "C", "C", "C", "C", "O", "C", "C", "H", "H", "H", "H", "H", "H", "H", "H", "C", "C", "C", "H", "H", "H", "H", "H", "H", "H", "H"], "coordinates": [[-2.419, 2.265, 0.853], [-1.916, 1.211, -0.095], [-2.185, -0.210, 0.192], [-1.550, -1.126, -0.638], [-0.856, -0.793, -1.820], [-0.626, -1.668, -2.835], [-0.643, 0.510, -2.151], [-1.126, 1.431, -1.259], [-2.703, 3.132, 0.132], [-1.497, 2.666, 1.513], [-3.391, 2.013, 1.233], [-2.947, -0.592, 0.823], [-1.772, -2.202, -0.440], [-0.621, -2.602, -2.455], [-0.203, 0.809, -3.171], [-1.001, 2.490, -1.565], [2.469, -1.891, 1.025], [1.831, -0.628, 1.322], [2.633, 0.612, 0.866], [3.422, -2.040, 1.537], [2.430, -2.301, 0.050], [1.975, -2.651, 1.500], [0.770, -0.607, 0.839], [1.614, -0.487, 2.487], [1.825, 1.425, 0.636], [3.489, 0.642, 1.559], [2.999, 0.591, -0.140]], "mulliken_charge": [-1.0564, 0.4221, -0.6418, -0.7126, 1.0563, -0.5508, -0.6610, -0.2046, 0.2941, 0.2029, 0.3678, 0.3870, 0.2003, 0.3119, 0.3049, 0.2521, -1.4267, 0.5875, -1.1151, 0.3397, 0.3619, 0.4660, -0.3286, 0.2392, 0.2230, 0.3520, 0.3290], "total_energy_ha": -465.783748, "de_lowest_kcal_mol": 71.6, "gap_ha": 0.331, "homo_energy_ev": -8.24}

Entry 6:
{"formula": "C10H16O", "method": "ωB97M-V/def2-TZVPD", "symbols": ["C", "C", "C", "C", "C", "C", "O", "C", "C", "H", "H", "H", "H", "H", "H", "H", "H", "H", "H", "C", "C", "H", "H", "H", "H", "H", "H"], "coordinates": [[-1.496, 1.681, -1.328], [-0.583, 0.569, -0.877], [0.068, 0.960, 0.530], [-0.241, 0.238, 1.735], [0.158, 0.729, 2.973], [0.929, 1.841, 3.042], [1.453, 2.313, 4.259], [1.253, 2.538, 1.898], [0.930, 2.096, 0.585], [-2.377, 1.459, -0.819], [-1.539, 1.828, -2.516], [-1.104, 2.655, -1.008], [-1.036, -0.377, -0.777], [0.229, 0.511, -1.564], [-0.841, -0.647, 1.783], [-0.048, 0.349, 3.980], [2.428, 1.964, 4.349], [2.063, 3.270, 2.123], [1.437, 2.573, -0.294], [-0.530, -3.113, -2.937], [0.104, -3.459, -1.597], [-1.611, -3.383, -2.877], [-0.509, -2.026, -3.088], [-0.133, -3.702, -3.730], [0.862, -4.299, -1.746], [-0.531, -3.947, -0.890], [0.665, -2.623, -1.207]], "mulliken_charge": [-1.1506, -0.5825, 0.5483, -0.5268, -0.3723, 0.0377, -0.5636, -0.2737, -0.5127, 0.3806, 0.2574, 0.3555, 0.3446, 0.3114, 0.3635, 0.3598, 0.3505, 0.2820, 0.3815, -0.7093, -0.8196, 0.2298, 0.1943, 0.3072, 0.3052, 0.2885, 0.2132], "total_energy_ha": -465.808695, "de_lowest_kcal_mol": 55.9, "gap_ha": 0.353, "homo_energy_ev": -8.83}

Entry 7:
{"formula": "C10H16O", "method": "ωB97M-V/def2-TZVPD", "symbols": ["C", "C", "C", "C", "C", "C", "O", "C", "C", "H", "H", "H", "H", "H", "H", "H", "H", "H", "H", "C", "C", "H", "H", "H", "H", "H", "H"], "coordinates": [[-0.154, -2.682, -0.817], [1.168, -2.360, -0.054], [1.088, -1.076, 0.704], [2.026, -0.851, 1.740], [2.038, 0.237, 2.560], [0.908, 1.039, 2.490], [0.623, 2.027, 3.421], [-0.085, 0.891, 1.560], [0.026, -0.178, 0.618], [-0.171, -2.227, -1.882], [-1.068, -2.287, -0.284], [-0.021, -3.788, -1.023], [1.392, -3.147, 0.521], [1.909, -2.165, -0.870], [2.825, -1.538, 1.782], [2.698, 0.417, 3.365], [0.919, 2.903, 3.090], [-0.804, 1.661, 1.555], [-0.686, -0.271, -0.103], [-1.921, 1.824, -3.097], [-1.760, 1.564, -1.458], [-1.174, 1.221, -3.502], [-2.882, 1.366, -3.450], [-1.860, 2.826, -3.233], [-1.048, 2.232, -1.122], [-1.300, 0.645, -1.498], [-2.687, 1.716, -1.014]], "mulliken_charge": [-1.1012, -0.4166, -0.2304, -0.5355, -0.8247, 0.4784, -0.5546, -0.5941, 0.1033, 0.1934, 0.3599, 0.3376, 0.5508, 0.2158, 0.4152, 0.4452, 0.3318, 0.5292, 0.3029, -1.0962, -0.6674, 0.3336, 0.2530, 0.3888, 0.3461, 0.0201, 0.4155], "total_energy_ha": -465.793537, "de_lowest_kcal_mol": 65.4, "gap_ha": 0.351, "homo_energy_ev": -8.71}

Entry 8:
{"formula": "C10H16O", "method": "ωB97M-V/def2-TZVPD", "symbols": ["C", "C", "C", "C", "C", "O", "C", "C", "H", "H", "H", "H", "H", "H", "H", "H", "C", "C", "C", "H", "H", "H", "H", "H", "H", "H", "H"], "coordinates": [[1.485, 1.856, 1.945], [0.304, 0.987, 1.597], [0.312, 0.131, 0.505], [-0.842, -0.584, 0.186], [-1.959, -0.555, 0.988], [-2.948, -1.450, 0.727], [-2.008, 0.373, 2.024], [-0.901, 1.164, 2.274], [2.377, 1.470, 1.447], [1.670, 1.957, 3.013], [1.297, 2.835, 1.506], [1.189, 0.117, -0.133], [-0.745, -1.276, -0.642], [-3.784, -1.230, 1.152], [-2.907, 0.486, 2.610], [-0.962, 1.905, 3.072], [2.897, -1.188, -2.658], [2.008, 0.008, -2.978], [0.529, -0.414, -3.147], [2.557, -1.732, -1.774], [3.948, -0.904, -2.544], [2.866, -1.870, -3.502], [2.070, 0.783, -2.215], [2.357, 0.460, -3.900], [-0.184, 0.136, -2.544], [0.234, -0.290, -4.184], [0.393, -1.466, -2.875]], "mulliken_charge": [-1.4470, 0.4650, -0.0452, -0.3419, 0.5742, -0.5453, -0.5263, -0.6568, 0.3680, 0.3792, 0.3053, 0.0979, 0.3753, 0.2990, 0.3010, 0.3437, -1.2770, -0.2325, -1.0489, 0.3310, 0.3211, 0.3855, 0.2860, 0.3723, 0.2880, 0.3503, 0.2779], "total_energy_ha": -465.864167, "de_lowest_kcal_mol": 21.1, "gap_ha": 0.340, "homo_energy_ev": -8.38}

Entry 9:
{"formula": "C10H16O", "method": "ωB97M-V/def2-TZVPD", "symbols": ["C", "C", "C", "C", "C", "O", "C", "C", "H", "H", "H", "H", "H", "H", "H", "H", "C", "C", "C", "H", "H", "H", "H", "H", "H", "H", "H"], "coordinates": [[1.374, 3.543, -1.107], [0.984, 2.100, -1.420], [1.314, 0.943, -0.719], [0.916, -0.309, -1.127], [-0.001, -0.425, -2.171], [-0.344, -1.694, -2.556], [-0.353, 0.688, -2.901], [0.170, 1.931, -2.529], [1.783, 3.964, -2.024], [1.988, 3.608, -0.218], [0.419, 4.071, -1.091], [1.901, 1.067, 0.183], [1.249, -1.220, -0.655], [-0.754, -1.675, -3.432], [-0.948, 0.672, -3.774], [-0.159, 2.771, -3.133], [-1.358, -2.969, 2.496], [-0.854, -1.576, 1.980], [-0.287, -0.822, 3.175], [-2.341, -2.828, 2.956], [-0.652, -3.454, 3.160], [-1.728, -3.507, 1.617], [-0.053, -1.837, 1.293], [-1.755, -1.249, 1.479], [0.745, -1.033, 3.444], [-0.355, 0.257, 3.014], [-0.901, -1.017, 4.058]], "mulliken_charge": [-1.3851, 0.4964, -0.3460, -0.5947, 0.7842, -0.5425, -0.8097, -0.4327, 0.3455, 0.3561, 0.3400, 0.3225, 0.4859, 0.2994, 0.3515, 0.3223, -1.4276, 0.2600, -1.2098, 0.3689, 0.3773, 0.3748, -0.0290, 0.2715, 0.3282, 0.3231, 0.3696], "total_energy_ha": -465.842761, "de_lowest_kcal_mol": 34.5, "gap_ha": 0.339, "homo_energy_ev": -8.35}